1.
{
  "formula": "C3H9O2PS",
  "method": "wB97M-V/def2-TZVPD",
  "symbols": ["C", "C", "C", "O", "S", "O", "P", "H", "H", "H", "H", "H", "H", "H", "H", "H"],
  "positions_angstrom": [[1.4063, -1.4732, -0.3422], [0.4601, -0.2822, -0.3286], [0.9271, 0.8425, 0.4472], [0.0874, 1.9002, 0.1920], [-1.1173, -0.7590, 0.6264], [-1.5568, -1.9590, -0.1120], [-2.4943, 0.8959, -0.2026], [1.8536, -1.7736, 0.6436], [0.8480, -2.3146, -0.7382], [2.2396, -1.3891, -1.1009], [0.2132, 0.0798, -1.3884], [1.9547, 1.1026, 0.1680], [0.7757, 0.8339, 1.5989], [0.2140, 2.1770, -0.6538], [-2.1292, 1.7173, 0.7629], [-3.6820, 0.4014, 0.4277]],
  "atomic_forces_ev_per_a": [[0.7, -0.8, -0.6], [-0.7, -1.2, -0.4], [1.3, 1.6, 2.5], [-1.4, 1.3, 2.9], [0.0, 0.5, -1.9], [-0.7, -1.0, 0.2], [-0.1, -2.1, -1.3], [-0.6, 0.5, -0.8], [-0.2, -0.4, 0.2], [-0.7, 0.5, 0.9], [0.1, -0.8, 1.4], [0.2, -0.1, 0.4], [1.0, -1.1, -1.7], [0.4, 1.5, -3.8], [0.2, 1.6, 1.8], [0.4, 0.0, 0.0]],
  "nbo_charge": [-0.652, -0.401, -0.102, -0.718, 1.010, -0.990, 0.139, 0.222, 0.250, 0.225, 0.228, 0.174, 0.199, 0.461, -0.027, -0.018],
  "homo_energy_ev": -8.650,
  "homo_lumo_gap_ev": 9.1,
  "e_lumo_ev": 0.42,
  "e_above_lowest_kj_mol": 347.83,
  "multiplicity": 1,
  "smiles": "C[C@H](CO)S(=O)#[PH2]",
  "total_charge": 0
}

2.
{
  "formula": "C5H6O",
  "method": "wB97M-V/def2-TZVPD",
  "symbols": ["C", "C", "C", "C", "C", "O", "H", "H", "H", "H", "H", "H"],
  "positions_angstrom": [[0.8177, 1.1921, 0.7549], [-1.2044, 0.8734, 0.2060], [-1.4253, -0.1171, -0.5222], [-0.0184, -1.4376, -0.8044], [1.0315, -1.3261, -0.1386], [1.0629, 1.7632, 1.7878], [1.1881, 1.5495, -0.2263], [-1.5469, 1.6976, 0.7927], [-2.2025, -0.5656, -1.1084], [-0.4668, -2.0615, -1.5526], [2.0437, -1.5307, 0.1334], [0.7204, -0.0373, 0.6776]],
  "atomic_forces_ev_per_a": [[-0.4, 0.2, -0.4], [1.1, -0.2, 0.6], [0.7, -0.8, -0.1], [-0.8, 0.8, 0.1], [-0.1, 1.2, 0.5], [-0.2, -0.4, -0.3], [0.0, 0.0, 0.0], [-0.1, 0.1, -0.2], [-0.1, 0.1, 0.0], [0.1, -0.1, 0.0], [0.0, -0.2, 0.0], [-0.2, -0.6, -0.2]],
  "nbo_charge": [0.260, -0.252, -0.232, -0.237, -0.249, -0.549, 0.119, 0.260, 0.235, 0.241, 0.252, 0.154],
  "homo_energy_ev": [-8.664, -8.665],
  "homo_lumo_gap_ev": [8.5, 8.5],
  "e_lumo_ev": [-0.17, -0.17],
  "e_above_lowest_kj_mol": 675.01,
  "multiplicity": 1,
  "total_charge": 0
}